Computed, not measured: a molecular structure, C17H28N5O7PdS, with ωB97M-V/def2-TZVPD.

Last column: Löwdin charge in e.
Geometry (Å):
Pd1 -0.44764 -0.56739 -0.40040  1.028
N1 1.48367 -0.82668 0.17873  0.002
C1 1.55895 -0.26973 1.55968  -0.281
C2 2.93758 -0.35826 2.18652  -0.141
C3 4.07529 0.29362 1.39789  -0.174
C4 4.00420 1.81436 1.28906  -0.145
N2 2.93125 2.32408 0.42555  0.096
C5 2.94219 2.35945 -0.90296  -0.448
N3 4.09125 2.19885 -1.57495  0.213
N4 1.79495 2.54452 -1.54120  0.205
C6 0.43160 -0.94011 2.39958  -0.647
O1 0.69033 -1.32770 3.52555  0.059
O2 -0.69394 -0.93599 1.79256  -0.123
H1 1.57574 -1.84168 0.19297  0.114
H2 2.20410 -0.45928 -0.43280  0.094
H3 1.23466 0.76764 1.47375  0.115
H4 3.17291 -1.40689 2.38287  0.131
H5 2.87015 0.09778 3.17666  0.132
H6 4.19275 -0.14224 0.39914  0.105
H7 5.01262 0.06786 1.91271  0.123
H8 4.95263 2.23051 0.94430  0.115
H9 3.83450 2.25807 2.27006  0.137
H10 2.03356 2.50313 0.84594  0.140
H11 4.97398 2.31641 -1.10823  0.116
H12 4.09549 2.26456 -2.57764  0.128
H13 0.88513 2.31047 -1.06917  0.035
H14 1.79520 2.65197 -2.54170  0.130
O3 -2.44880 -0.39619 -0.74762  -0.097
C7 -3.09046 0.61195 -0.42937  -0.121
C8 -2.61400 1.93091 -0.11805  -0.095
C9 -3.62022 2.86001 0.20321  0.066
C10 -3.30014 4.16478 0.44435  -0.133
C11 -1.97829 4.60881 0.37095  0.035
C12 -0.98394 3.72169 0.05694  0.010
C13 -1.25367 2.35362 -0.18534  -0.292
O4 -0.26262 1.55887 -0.47130  -0.192
N5 -4.36403 5.12198 0.77479  -0.353
O5 -5.50078 4.69813 0.82269  0.091
O6 -4.02717 6.26278 1.01796  0.091
H15 -4.18031 0.49713 -0.41145  0.149
H16 -4.65478 2.54850 0.25771  0.135
H17 -1.76325 5.65015 0.56423  0.131
H18 0.04401 4.05871 -0.00229  0.110
C14 -0.38792 -5.77088 -0.71122  -0.119
C15 -1.14415 -5.04143 0.38449  -0.383
S1 -1.69429 -3.39157 -0.04963  0.991
O7 -0.43854 -2.74250 -0.65322  -0.608
C16 -2.78549 -3.75794 -1.46276  -0.367
C17 -2.18202 -3.34869 -2.79536  -0.124
H19 0.05767 -6.67524 -0.29868  0.085
H20 0.41134 -5.14821 -1.11060  0.073
H21 -1.04007 -6.06793 -1.53221  0.074
H22 -0.53525 -4.89432 1.27777  0.096
H23 -2.05410 -5.56160 0.69493  0.100
H24 -3.70509 -3.21296 -1.25483  0.083
H25 -3.00947 -4.82481 -1.43311  0.085
H26 -1.97432 -2.28137 -2.82234  0.060
H27 -2.89681 -3.57786 -3.58581  0.087
H28 -1.25617 -3.88191 -2.99931  0.073

Values from the calculation:
gap between HOMO and LUMO (alpha / beta)	0.2663 / 0.2727	Ha
E_tot	-54173.2960	eV
relative energy (zero: lowest compared OMol25 entry of this formula, charge and spin)	14.9	kcal/mol
F_max	0.78	eV/A
total charge	+1